*w*
This record from the OMol25 dataset describes a 2-piece molecular cluster, C8H20ClNO overall. The level of theory is ωB97M-V/def2-TZVPD.

The geometry in XYZ format:
```
31
Properties=species:S:1:pos:R:3:lowdin_charge:R:1
C 1.08896 -2.22705 -1.35591 -0.03
C 0.58850 -1.28929 -0.21870 -0.20
N -0.25442 -0.20674 -0.63911 -0.23
C 0.67889 0.86015 -1.40498 0.02
C -1.34515 -0.46077 -1.58585 -0.14
C -2.31079 -1.70853 -1.09256 0.00
C -0.77891 0.48632 0.59548 -0.09
C 0.21795 1.09744 1.58515 -0.23
O -0.44167 1.82728 2.57193 -0.20
C 0.42179 2.49840 3.44331 -0.10
H 1.94668 -1.67303 -1.92578 0.10
H 0.30832 -2.44295 -2.01003 0.03
H 1.40073 -3.11779 -0.93205 0.06
H 1.50637 -1.11648 0.44640 0.16
H 0.09037 -1.87061 0.29461 0.03
H 1.40136 1.26575 -0.77870 0.00
H 0.13586 1.81258 -1.85602 0.15
H 0.97984 0.61306 -2.35800 0.06
H -0.84703 -0.72115 -2.65338 0.17
H -1.86274 0.40792 -1.98964 0.12
H -2.71909 -1.49123 -0.11630 0.06
H -1.85697 -2.63730 -1.18396 0.04
H -3.15903 -1.66400 -1.74311 0.07
H -1.51309 -0.10786 1.15845 0.14
H -1.43672 1.32088 0.48779 0.13
H 1.21248 1.64855 1.12361 0.19
H 0.51464 0.33325 2.18604 0.08
H 0.79743 3.30213 2.73771 0.11
H 1.30329 1.90865 3.85071 0.12
H -0.19644 3.05535 4.14250 0.09
Cl 4.12858 0.29706 -0.77960 -0.70
```

Output
molar mass	181.707	g mol⁻¹
HOMO level	-0.2544	Eh
orbital gap	6.96	eV
lowest unoccupied orbital energy	0.00133	hartree

---

*x*
This record from the OMol25 dataset describes a 2-piece molecular cluster, C8H20ClNO overall. The level of theory is ωB97M-V/def2-TZVPD.

The geometry in XYZ format:
```
31
Properties=species:S:1:pos:R:3:lowdin_charge:R:1
C -0.47417 -1.59053 -2.98138 -0.05
C -1.10282 -0.87073 -1.74881 -0.17
N -0.21937 -0.49381 -0.54769 -0.23
C 0.31590 -1.76244 0.11005 0.04
C 1.03946 0.38423 -0.92464 -0.17
C 0.81873 1.67294 -1.57744 -0.07
C -1.14229 0.42063 0.37695 -0.04
C -0.52872 0.91257 1.71653 -0.35
O 0.10001 -0.04998 2.45663 -0.28
C 1.00330 0.62162 3.33358 -0.26
H -1.24105 -1.96441 -3.65977 0.09
H 0.02898 -2.49714 -2.64523 0.06
H 0.25241 -0.92391 -3.44590 0.07
H -1.86248 -1.53709 -1.34018 0.12
H -1.60156 0.01820 -2.13503 0.12
H 0.73763 -2.35655 -0.70067 0.09
H -0.56993 -2.12638 0.63060 0.12
H 1.13544 -1.48912 0.77469 0.10
H 1.64786 -0.29148 -1.52576 0.12
H 1.56497 0.40967 0.02999 0.12
H 0.19492 1.54902 -2.46265 0.08
H 1.68453 2.25518 -1.89282 0.10
H 0.30972 2.33101 -0.87320 0.08
H -1.96296 -0.27611 0.54773 0.13
H -1.45912 1.26399 -0.23661 0.12
H -1.32175 1.37868 2.30129 0.01
H 0.13999 1.69362 1.35474 0.11
H 1.44248 -0.18331 3.92291 0.09
H 0.56204 1.37117 3.99051 -0.07
H 1.79034 1.06471 2.72340 0.07
Cl -1.28251 1.06587 4.42805 -0.14
```

Output
molar mass	181.707	g mol⁻¹
HOMO level	-0.2307	Eh
orbital gap	6.19	eV
lowest unoccupied orbital energy	-0.00305	hartree

---

Stability verdict: *x*, ahead by 2.013 eV

---

*w*
This record from the OMol25 dataset describes C46H34F5InNO4P2S3 as an isolated structure. The level of theory is ωB97M-V/def2-TZVPD.

The geometry in XYZ format:
```
96
Properties=species:S:1:pos:R:3:lowdin_charge:R:1
In -1.39777 0.22173 1.22133 0.31
C -1.98685 4.54713 2.37347 -0.14
C -1.31273 3.24933 1.97799 -0.76
S -2.06455 2.46857 0.56764 0.61
C -0.25174 2.76457 2.64246 -0.76
C 0.33883 3.45817 3.84295 -0.13
S 0.60608 1.27078 2.23709 0.61
H -2.82336 4.75708 1.70947 0.05
H -1.29176 5.38937 2.31591 0.07
H -2.37933 4.50445 3.39205 0.08
H -0.20054 4.36542 4.10908 0.06
H 1.37960 3.72853 3.64674 0.06
H 0.33788 2.78562 4.70364 0.07
F 2.72995 -5.33846 2.23925 0.11
C 1.75221 -4.43938 2.41580 -0.14
C 1.51885 -3.45948 1.47289 -0.14
F 2.26603 -3.40761 0.36849 0.12
C 0.50660 -2.53985 1.67529 -0.21
F 0.36057 -1.61774 0.69669 0.01
C -0.33002 -2.54280 2.79221 -0.51
S -1.67822 -1.46639 3.10198 0.69
C -0.05136 -3.55153 3.71968 -0.25
F -0.79028 -3.65155 4.83282 0.07
C 0.95765 -4.47821 3.54686 -0.15
F 1.17168 -5.42532 4.47090 0.11
O 1.55007 1.24113 -3.59170 -0.04
C 2.83547 1.71657 -3.57106 -0.24
C 3.68597 1.85839 -4.66648 -0.02
C 4.97745 2.33377 -4.48669 -0.09
C 5.44337 2.66400 -3.22615 -0.09
C 4.59843 2.48808 -2.14292 -0.08
C 3.30052 2.01198 -2.28769 -0.27
P 2.22576 1.71139 -0.79308 1.12
C 2.36162 3.40474 -0.09840 -0.37
C 3.30329 3.88959 0.80496 -0.10
C 3.25977 5.21051 1.23170 -0.09
C 2.27438 6.06736 0.76262 -0.10
C 1.33174 5.59550 -0.14028 -0.09
C 1.37350 4.27537 -0.56060 -0.10
C 3.42791 0.64846 0.10553 -0.38
C 3.88126 -0.47741 -0.59170 -0.10
C 4.72691 -1.39743 0.00139 -0.10
C 5.13103 -1.22351 1.31975 -0.10
C 4.66680 -0.13038 2.03156 -0.08
C 3.81913 0.79578 1.43293 -0.14
C 0.79988 0.76741 -4.63166 -0.24
C 0.97341 1.10783 -5.97310 -0.02
C 0.17068 0.53940 -6.94894 -0.09
C -0.81844 -0.36710 -6.60917 -0.09
C -1.01939 -0.65540 -5.27074 -0.08
C -0.24407 -0.08777 -4.26322 -0.26
P -0.69563 -0.45268 -2.49174 1.14
C -2.46070 0.01217 -2.69854 -0.38
C -3.55899 -0.81848 -2.89327 -0.10
C -4.83432 -0.28289 -3.01682 -0.08
C -5.02957 1.08802 -2.95814 -0.09
C -3.93956 1.92716 -2.77248 -0.08
C -2.66938 1.39141 -2.63921 -0.14
C -0.48805 -2.27714 -2.56564 -0.35
C -1.39888 -3.25362 -2.17147 -0.09
C -1.04016 -4.59750 -2.18634 -0.08
C 0.22906 -4.98867 -2.57804 -0.10
C 1.15468 -4.02124 -2.94897 -0.09
C 0.79847 -2.68475 -2.93684 -0.11
H 3.39151 1.58616 -5.66155 0.08
H 5.61849 2.43697 -5.35351 0.10
H 6.45121 3.03194 -3.08496 0.10
H 4.95702 2.71081 -1.14544 0.10
H 4.09210 3.24625 1.17347 0.08
H 3.99984 5.56797 1.93762 0.10
H 2.23666 7.09417 1.10499 0.09
H 0.54620 6.24794 -0.50187 0.10
H 0.60864 3.90129 -1.23251 0.10
H 3.56442 -0.63555 -1.61672 0.10
H 5.06068 -2.25987 -0.56174 0.10
H 5.78669 -1.94527 1.79024 0.10
H 4.95062 0.00453 3.06806 0.10
H 3.42638 1.60870 2.02812 0.06
H 1.69778 1.83856 -6.28264 0.09
H 0.32896 0.81965 -7.98293 0.10
H -1.44304 -0.81949 -7.36788 0.10
H -1.81760 -1.33068 -4.98712 0.11
H -3.43917 -1.89034 -2.94544 0.09
H -5.67880 -0.94874 -3.14216 0.10
H -6.02760 1.49997 -3.03794 0.10
H -4.07815 2.99832 -2.70145 0.10
H -1.82731 2.05022 -2.45743 0.08
H -2.36976 -2.98116 -1.78766 0.07
H -1.76315 -5.33824 -1.86791 0.10
H 0.50420 -6.03584 -2.57578 0.10
H 2.15978 -4.30688 -3.23317 0.10
H 1.53504 -1.93866 -3.21682 0.10
O -3.86918 -0.40543 0.99739 -0.05
N -3.49945 -1.32678 0.26295 -0.54
O -4.22645 -2.18397 -0.18070 0.07
O -2.23941 -1.35681 -0.04247 -0.19
```

Output
molar mass	1032.738	g mol⁻¹
HOMO level	-0.1646	Eh
orbital gap	6.84	eV
charge	-1
lowest unoccupied orbital energy	0.08680	hartree

---

*x*
This record from the OMol25 dataset describes C46H34F5InNO4P2S3 as an isolated structure. The level of theory is ωB97M-V/def2-TZVPD.

The geometry in XYZ format:
```
96
Properties=species:S:1:pos:R:3:lowdin_charge:R:1
In -0.93099 -0.64800 1.99229 0.41
C -0.61113 2.84387 4.79831 -0.12
C -0.20700 1.86639 3.70413 -0.68
S -1.38036 1.74422 2.38076 0.71
C 0.92918 1.15188 3.77228 -0.66
C 1.87125 1.23987 4.94895 -0.09
S 1.44671 -0.02326 2.55866 0.77
H -1.56954 3.29870 4.55753 0.06
H 0.12583 3.64494 4.90246 0.06
H -0.71182 2.34722 5.76647 0.08
H 1.51339 1.92414 5.71791 0.08
H 2.85703 1.58067 4.61803 0.06
H 2.00259 0.24948 5.38935 0.08
F 2.43234 -6.26705 -0.32574 0.11
C 1.71969 -5.47829 0.48790 -0.14
C 1.35442 -4.21101 0.09266 -0.14
F 1.72312 -3.76356 -1.11310 0.05
C 0.61662 -3.41086 0.94340 -0.19
F 0.31496 -2.17344 0.48240 0.00
C 0.19849 -3.81305 2.20982 -0.51
S -0.75696 -2.86071 3.31490 0.71
C 0.60064 -5.10207 2.57070 -0.24
F 0.26415 -5.58800 3.77026 0.08
C 1.33898 -5.91946 1.74013 -0.14
F 1.69569 -7.14635 2.14114 0.11
O 0.23360 1.66071 -2.50579 -0.06
C 1.51071 2.14793 -2.48376 -0.24
C 2.16504 2.88864 -3.46467 -0.02
C 3.48565 3.27478 -3.26931 -0.09
C 4.16399 2.93201 -2.10985 -0.09
C 3.49323 2.20696 -1.13586 -0.07
C 2.17159 1.81487 -1.29918 -0.24
P 1.25249 0.91047 0.07975 1.03
C 1.51171 2.22660 1.34958 -0.45
C 2.35639 2.24747 2.45509 -0.22
C 2.37034 3.33927 3.31761 -0.12
C 1.54460 4.42715 3.08790 -0.11
C 0.69497 4.41932 1.98761 -0.10
C 0.67807 3.32884 1.13528 -0.17
C 2.45403 -0.47478 0.26033 -0.42
C 2.48427 -1.28688 -0.87974 -0.10
C 3.25734 -2.43320 -0.92999 -0.12
C 4.01830 -2.80413 0.17341 -0.09
C 3.98139 -2.02420 1.31677 -0.06
C 3.20011 -0.87283 1.36484 -0.26
C -0.75905 1.61752 -3.44717 -0.24
C -0.84930 2.30473 -4.65364 -0.01
C -1.97234 2.14036 -5.45778 -0.09
C -3.00839 1.30036 -5.06835 -0.09
C -2.89521 0.62264 -3.86313 -0.07
C -1.77729 0.76923 -3.05283 -0.26
P -1.64078 -0.16523 -1.43964 1.13
C -3.22780 0.52077 -0.79778 -0.37
C -4.47239 -0.08357 -0.65902 -0.10
C -5.52924 0.60345 -0.07274 -0.08
C -5.36640 1.91088 0.35677 -0.09
C -4.13527 2.53426 0.20126 -0.09
C -3.07684 1.84062 -0.36011 -0.16
C -1.80867 -1.85377 -2.16415 -0.35
C -2.77935 -2.82600 -1.94324 -0.08
C -2.65698 -4.08719 -2.51820 -0.08
C -1.56313 -4.40293 -3.30869 -0.10
C -0.58173 -3.44433 -3.52798 -0.09
C -0.70654 -2.18947 -2.95842 -0.12
H 1.69593 3.17907 -4.38524 0.08
H 3.97786 3.85083 -4.04391 0.10
H 5.19683 3.22519 -1.96627 0.10
H 4.00006 1.94159 -0.21433 0.11
H 3.00999 1.41526 2.66256 0.07
H 3.02729 3.33346 4.17954 0.10
H 1.55494 5.27178 3.76619 0.10
H 0.03264 5.25702 1.80571 0.10
H -0.00363 3.31661 0.28932 0.09
H 1.86903 -1.01807 -1.73505 0.10
H 3.25007 -3.05094 -1.81975 0.12
H 4.61812 -3.70570 0.14545 0.10
H 4.55100 -2.31716 2.19074 0.10
H 3.15055 -0.32294 2.29176 -0.02
H -0.08519 2.97622 -4.99507 0.08
H -2.02670 2.68368 -6.39388 0.10
H -3.88745 1.17640 -5.68945 0.10
H -3.68925 -0.04043 -3.54004 0.11
H -4.63778 -1.09963 -0.98130 0.08
H -6.47740 0.09733 0.06348 0.10
H -6.18913 2.43616 0.82599 0.10
H -3.98899 3.55142 0.54314 0.10
H -2.10428 2.31778 -0.44305 0.08
H -3.61583 -2.64187 -1.28795 0.07
H -3.42168 -4.83057 -2.32670 0.10
H -1.46415 -5.39378 -3.73490 0.10
H 0.29045 -3.68210 -4.12511 0.10
H 0.07464 -1.45000 -3.11992 0.10
O -3.31818 -1.01786 2.72957 -0.06
N -3.47857 -1.75913 1.74267 -0.54
O -4.49121 -2.38806 1.51440 0.06
O -2.47834 -1.83913 0.91463 -0.18
```

Output
molar mass	1032.738	g mol⁻¹
HOMO level	-0.1601	Eh
orbital gap	6.76	eV
charge	-1
lowest unoccupied orbital energy	0.08823	hartree

---

Stability verdict: *w*, ahead by 6.453 eV